DFT (the ωB97M-V functional and the def2-TZVPD basis) results for the molecule C4H14N3 in a non-equilibrium geometry.

Geometry as XYZ:
```
21
Properties=species:S:1:pos:R:3:mulliken_charge:R:1
N -0.86 -2.03 -1.59 -2.36
C -0.93 -2.16 -0.06 -1.02
C -0.54 -0.71 0.39 -0.95
N 0.83 -0.45 -0.04 -0.14
C 1.22 0.94 -0.30 -0.88
C 0.91 1.86 0.89 -0.45
N -0.32 2.67 0.73 -0.60
H -0.29 -1.19 -1.90 0.26
H -1.79 -1.74 -2.00 0.97
H -0.53 -2.90 -2.04 1.07
H -0.11 -2.81 0.19 0.54
H -1.98 -2.35 0.22 0.57
H -0.63 -0.64 1.50 0.37
H -1.32 -0.01 0.05 0.48
H 1.37 -0.96 0.64 0.23
H 2.29 0.95 -0.54 0.45
H 0.77 1.35 -1.19 0.28
H 1.85 2.41 1.02 0.33
H 0.85 1.41 1.90 0.36
H -0.69 2.71 1.67 0.26
H -0.11 3.64 0.48 0.22
```

Results
Kohn-Sham gap (alpha / beta) = 3.956 / 9.739 eV
2S+1 = 2
ΔE to the lowest compared entry with this formula, charge and spin = 211.8 kJ/mol

---

DFT (the ωB97M-V functional and the def2-TZVPD basis) results for a cluster of 2 separate species, C4H14N3 in total in a non-equilibrium geometry.

Geometry as XYZ:
```
21
Properties=species:S:1:pos:R:3:mulliken_charge:R:1
N 1.31 -2.19 -1.33 -0.36
C 0.03 -2.29 -1.02 0.82
N -0.39 -3.31 -0.24 -0.49
N -0.87 -1.42 -1.48 -0.48
H 1.97 -2.89 -1.02 0.21
H 1.63 -1.41 -1.89 0.22
H 0.36 -3.74 0.29 0.25
H -1.20 -3.11 0.34 0.28
H -1.62 -1.15 -0.87 0.32
H -0.52 -0.60 -1.95 0.25
C -0.29 0.80 0.44 -0.96
C -0.38 2.04 1.39 -0.40
C 0.40 3.19 0.78 -1.20
H -0.75 1.13 -0.49 0.28
H -0.79 -0.06 0.90 0.29
H 0.74 0.46 0.32 0.32
H 0.06 1.79 2.36 0.32
H -1.45 2.24 1.47 0.31
H 0.25 4.08 1.40 0.34
H 1.48 3.00 0.81 0.31
H 0.04 3.44 -0.21 0.35
```

Results
Kohn-Sham gap = 11.070 eV
2S+1 = 1
net charge = +1
ΔE to the lowest compared entry with this formula, charge and spin = 22.6 kJ/mol

---

DFT (the ωB97M-V functional and the def2-TZVPD basis) results for a cluster of 2 separate species, C4H14N3 in total.

Geometry as XYZ:
```
21
Properties=species:S:1:pos:R:3:mulliken_charge:R:1
N -0.79 0.11 0.63 -0.22
C -1.10 -1.36 0.54 -0.54
C 0.21 -2.13 0.65 -0.54
N -0.11 -3.55 0.55 -0.61
H -0.36 0.36 1.52 0.35
H -0.12 0.39 -0.13 0.15
H -1.57 0.76 0.55 0.40
H -1.79 -1.63 1.33 0.35
H -1.55 -1.51 -0.44 0.30
H 0.88 -1.81 -0.16 0.35
H 0.70 -1.90 1.59 0.41
H -0.07 -3.84 -0.42 0.25
H 0.61 -4.12 0.98 0.26
C 1.36 1.61 -1.17 -1.04
C 0.30 2.43 -1.23 0.16
N 0.04 3.39 -0.28 -0.39
H 2.16 1.87 -0.49 0.25
H 1.54 0.86 -1.93 0.36
H -0.36 2.44 -2.09 0.34
H 0.77 3.61 0.37 0.19
H -0.73 4.03 -0.38 0.22
```

Results
Kohn-Sham gap = 9.176 eV
2S+1 = 1
net charge = +1
ΔE to the lowest compared entry with this formula, charge and spin = 148.8 kJ/mol

---

DFT (the ωB97M-V functional and the def2-TZVPD basis) results for a cluster of 2 separate species, C4H14N3 in total in a non-equilibrium geometry.

Geometry as XYZ:
```
21
Properties=species:S:1:pos:R:3:mulliken_charge:R:1
C -0.13 -0.94 -2.79 -0.91
C 0.81 0.70 -1.22 0.74
N 0.98 -0.33 -2.02 -0.23
N -0.27 1.49 -1.28 -0.48
N 1.91 1.04 -0.46 -0.51
H 1.69 -1.02 -1.81 0.28
H -1.17 1.03 -1.39 0.28
H -0.41 2.13 -0.50 0.30
H 2.82 1.00 -0.90 0.27
H 1.91 1.98 -0.07 0.27
H -1.03 -0.32 -3.10 0.35
H -0.50 -1.81 -2.26 0.35
H 0.37 -1.33 -3.70 0.30
C -0.97 -0.06 3.32 -0.99
C -0.81 -0.88 2.05 -0.54
H -0.74 -0.65 4.20 0.31
H -0.24 0.71 3.42 0.30
H -1.98 0.37 3.47 0.29
H -1.31 -0.35 1.23 0.07
H -1.21 -1.91 2.00 0.37
H 0.27 -0.84 1.81 0.18
```

Results
Kohn-Sham gap = 11.354 eV
2S+1 = 1
net charge = +1
ΔE to the lowest compared entry with this formula, charge and spin = 75.7 kJ/mol

---

DFT (the ωB97M-V functional and the def2-TZVPD basis) results for a cluster of 2 separate species, C4H14N3 in total in a non-equilibrium geometry.

Geometry as XYZ:
```
21
Properties=species:S:1:pos:R:3:mulliken_charge:R:1
C 1.64 -1.47 0.77 -0.98
C -0.69 -0.65 1.23 0.79
N 0.32 -0.93 0.40 -0.13
N -0.35 -0.36 2.49 -0.40
N -1.96 -0.74 0.81 -0.34
H -0.06 -1.00 -0.54 0.19
H 0.51 0.04 2.80 0.22
H -0.98 -0.48 3.28 0.21
H -2.30 -0.83 -0.13 0.22
H -2.71 -0.54 1.49 0.23
H 1.83 -2.55 0.83 0.32
H 2.17 -0.94 1.55 0.32
H 2.10 -1.37 -0.20 0.39
C -0.61 1.28 -2.14 -0.56
C 0.74 1.66 -1.53 -0.73
H -1.08 0.39 -1.69 -0.22
H -1.33 2.09 -2.31 0.37
H -0.58 0.73 -3.11 0.28
H 1.28 1.30 -0.64 0.27
H 0.46 2.69 -1.19 0.24
H 1.60 1.69 -2.17 0.33
```

Results
Kohn-Sham gap = 11.373 eV
2S+1 = 1
net charge = +1
ΔE to the lowest compared entry with this formula, charge and spin = 170.2 kJ/mol

---

DFT (the ωB97M-V functional and the def2-TZVPD basis) results for a cluster of 2 separate species, C4H14N3 in total in a non-equilibrium geometry.

Geometry as XYZ:
```
21
Properties=species:S:1:pos:R:3:mulliken_charge:R:1
C -0.43 -2.55 1.40 -1.08
C 0.89 -1.41 -0.27 0.62
N -0.30 -2.08 -0.03 -0.15
N 1.88 -1.17 0.70 -0.33
N 1.23 -0.86 -1.57 -0.35
H -0.59 -2.82 -0.51 0.32
H 1.83 -1.39 1.65 0.24
H 2.35 -0.33 0.52 0.25
H 0.77 -1.11 -2.31 0.19
H 1.58 0.03 -1.63 0.22
H -1.06 -3.43 1.51 0.34
H -0.80 -1.80 2.05 0.42
H 0.37 -3.10 2.01 0.33
C -0.46 3.22 0.03 -0.68
C -1.39 2.29 -0.92 -0.68
H -0.57 4.13 -0.40 0.28
H -1.04 3.15 1.00 0.22
H 0.75 3.07 0.26 0.22
H -1.05 1.20 -1.00 0.02
H -1.59 2.73 -1.94 0.28
H -2.35 2.24 -0.53 0.35
```

Results
Kohn-Sham gap = 10.244 eV
2S+1 = 1
net charge = +1
ΔE to the lowest compared entry with this formula, charge and spin = 326.0 kJ/mol